Record 1
Molecular formula: C19H29LuN2O
Method: DFT, wB97M-V/def2-TZVPD

```
52
Properties=species:S:1:pos:R:3:forces:R:3
Lu -0.645 -0.071 -0.107 6.031 -5.053 1.328
O -1.131 3.587 6.047 0.497 -1.381 -0.760
N -0.373 0.784 1.973 0.318 0.313 0.880
N -0.445 1.650 7.009 0.076 0.194 -0.773
C -0.707 2.441 5.922 -0.354 1.045 1.845
C -0.003 -1.904 -2.951 -0.336 -0.327 -0.503
C -3.084 -0.457 -0.762 -0.399 -0.589 0.692
C 1.018 0.242 -1.912 0.115 -0.262 0.579
C -0.674 2.645 3.448 0.007 0.496 -0.090
C 0.826 1.137 -3.085 -0.092 0.397 -0.533
C -0.509 1.824 4.571 -0.004 -0.590 -1.111
C -0.567 2.126 2.172 -0.056 -1.272 0.440
C 1.186 -1.686 -0.636 0.216 0.743 -0.408
C 1.861 -0.633 0.054 -0.554 -0.033 -0.475
C 1.059 -3.088 -0.157 -0.074 -0.552 0.174
C -4.279 -0.602 -1.725 0.167 0.310 -0.281
C 0.687 -1.153 -1.869 0.037 0.205 0.720
C -2.307 0.822 -1.042 -0.853 3.735 0.864
C -0.221 0.464 4.353 0.037 0.100 -0.024
C 2.681 -0.784 1.282 0.179 0.022 0.595
C 2.416 1.848 -0.421 0.105 0.575 0.217
C -0.157 -0.030 3.056 -0.354 0.983 -0.560
C 1.729 0.563 -0.712 -0.019 -0.699 -0.445
H -0.909 3.704 3.561 0.150 -0.306 0.227
H 2.373 2.089 0.649 0.082 0.014 -0.207
H -2.955 1.651 -1.308 -0.112 -0.058 -0.144
H -0.190 1.069 -3.497 0.234 0.055 -0.088
H 0.945 -3.127 0.937 0.074 -0.099 -0.229
H -3.942 -0.605 -2.769 -0.042 -0.040 0.208
H -4.973 0.241 -1.601 0.235 -0.230 0.064
H 1.961 2.678 -0.973 0.173 -0.101 0.146
H 0.190 -3.590 -0.603 0.233 0.004 0.099
H -0.830 -1.325 -3.391 0.207 -0.178 0.003
H -0.414 -2.853 -2.584 0.100 0.178 -0.173
H 0.088 0.797 6.950 -0.093 0.189 0.078
H -3.453 -0.458 0.278 -0.003 0.058 -0.260
H 1.516 0.871 -3.903 -0.207 0.076 0.286
H 0.061 -1.085 2.840 -0.130 0.444 0.172
H -2.439 -1.365 -0.856 -0.189 0.059 -0.184
H -0.669 2.745 1.272 0.025 -0.110 0.444
H 2.275 -1.557 1.946 0.182 0.085 -0.092
H 2.730 0.154 1.850 0.040 -0.193 -0.091
H 1.016 2.184 -2.822 -0.077 -0.223 -0.145
H -0.503 2.100 7.911 -0.032 -0.019 -0.035
H 0.688 -2.142 -3.776 -0.206 0.061 0.271
H -1.539 0.738 -1.863 -0.287 0.239 0.298
H 1.950 -3.684 -0.409 -0.279 0.165 0.081
H 3.482 1.809 -0.704 -0.384 -0.044 0.077
H 3.718 -1.073 1.042 -0.374 0.086 0.015
H -1.672 1.326 0.059 -4.029 1.342 -3.003
H -4.826 -1.523 -1.539 0.106 -0.021 0.078
H -0.060 -0.233 5.176 -0.085 0.206 -0.264
```
Positions in Å, forces in eV/Å.

Results
Gap between HOMO and LUMO   7.37 eV
Total charge   +2
Spin multiplicity   1
E   -58806.3549 eV



Record 2
Molecular formula: C19H29N2O3
Method: DFT, wB97M-V/def2-TZVPD

```
53
Properties=species:S:1:pos:R:3:forces:R:3
O 0.846 4.337 -4.317 -0.063 0.103 -0.121
O 0.919 -3.854 3.923 0.143 -0.106 0.051
O 1.861 1.488 -0.664 0.334 0.185 0.381
N 0.760 -0.382 -0.020 -0.041 -0.288 0.052
N 0.665 1.971 -2.762 0.626 0.124 0.452
C -1.672 -2.034 1.135 0.026 -0.021 0.091
C 0.491 -4.043 2.599 0.016 -0.103 -0.364
C -1.251 0.454 -2.051 0.104 0.109 -0.104
C 0.634 -1.562 2.135 0.309 0.144 -0.107
C 0.250 0.658 -2.196 -0.125 -0.480 0.376
C -0.859 -1.288 1.986 -0.074 -0.084 0.038
C 0.425 4.396 -2.980 -0.165 -0.138 0.175
C -1.431 -0.191 2.626 0.003 -0.043 0.009
C 1.027 0.605 -0.846 -0.301 -0.042 -0.744
C 0.514 -2.604 4.423 0.073 0.360 0.143
C 1.757 3.290 -4.516 -0.008 -0.285 -0.033
C -2.766 0.126 2.455 -0.007 0.081 0.007
C 1.062 -2.965 1.669 -0.256 -0.117 0.294
C 1.123 1.938 -4.165 0.320 0.285 -0.713
C -3.566 -0.638 1.621 -0.055 -0.020 -0.053
C 1.364 -0.490 1.299 0.262 0.058 0.309
C -3.010 -1.717 0.960 -0.100 0.030 -0.101
C 1.101 -1.455 3.599 -0.211 -0.290 0.007
C -0.278 3.095 -2.573 -0.240 0.779 -0.004
H 2.423 -0.740 1.188 -0.054 0.010 0.086
H -3.184 0.973 2.977 -0.045 0.084 0.056
H 1.279 4.581 -2.311 -0.063 0.018 -0.031
H 2.190 -1.530 3.624 0.056 0.050 0.015
H -0.836 0.431 3.277 0.084 0.057 0.087
H -3.618 -2.325 0.307 -0.073 -0.065 -0.047
H -0.608 -4.040 2.560 0.105 -0.073 0.000
H 0.018 -1.041 -0.217 -0.019 0.219 -0.168
H 1.302 0.487 1.786 -0.013 -0.067 -0.010
H 2.151 -3.023 1.724 0.019 0.031 -0.067
H -1.679 1.079 -1.272 -0.045 0.032 0.068
H -1.760 0.657 -2.990 -0.070 -0.023 -0.080
H -1.457 -0.583 -1.797 -0.002 -0.079 0.039
H -4.609 -0.397 1.492 -0.112 0.019 -0.001
H 2.661 3.442 -3.906 -0.035 -0.005 -0.063
H -1.156 2.944 -3.204 0.066 -0.101 0.082
H -0.270 5.235 -2.911 0.038 -0.118 0.131
H 0.854 -5.030 2.305 -0.103 0.071 -0.040
H 1.856 1.142 -4.295 -0.072 -0.029 0.115
H 0.262 1.754 -4.812 0.029 -0.059 0.106
H 1.496 2.178 -2.098 -0.441 -0.164 -0.382
H 2.032 3.313 -5.571 0.051 -0.121 0.119
H 0.820 -0.506 4.050 0.020 0.091 0.004
H 0.775 -3.171 0.637 0.011 -0.035 -0.090
H -0.585 -2.534 4.426 0.083 -0.023 0.062
H -0.575 3.150 -1.526 0.023 -0.099 -0.015
H -1.285 -2.896 0.612 0.076 -0.113 0.003
H 0.658 -0.124 -2.845 0.020 0.189 0.034
H 0.876 -2.561 5.451 -0.102 0.060 -0.054
```
Positions in Å, forces in eV/Å.

Results
Gap between HOMO and LUMO   9.39 eV
Structure (SMILES)   C[C@H](C(=O)NCC1(c2ccccc2)CCOCC1)[NH+]1CCOCC1
Total charge   +1
Spin multiplicity   1
Energy relative to the best compared isomer or geometry (same formula, charge and spin)   21.05 kcal/mol
E   -29290.6987 eV



Record 3
Molecular formula: C19H29N3O2S
Method: DFT, wB97M-V/def2-TZVPD

```
54
Properties=species:S:1:pos:R:3:forces:R:3
S 5.507 0.535 -1.964 0.700 0.335 -0.171
O 0.258 1.764 0.134 -0.002 0.211 0.377
O -2.352 1.496 -0.753 0.096 -0.082 0.103
N 2.324 -1.606 -1.917 -0.695 -0.412 0.149
N 3.497 -1.181 -2.444 0.053 0.658 0.799
N 3.222 -0.080 -0.610 0.126 -0.392 -0.807
C -0.237 -0.472 -0.692 0.320 0.407 0.220
C -0.355 -2.697 1.509 -0.103 -0.001 -0.206
C -0.043 1.017 -1.019 -0.609 -0.285 -0.446
C -1.303 1.578 -1.691 0.407 0.037 -0.102
C 3.788 3.032 1.270 -0.008 0.010 -0.026
C -1.635 -3.281 0.906 0.106 -0.109 0.190
C 3.433 0.327 1.768 0.066 0.005 -0.243
C 3.594 2.163 0.213 -0.089 -0.131 0.004
C 3.794 2.558 2.571 0.014 0.015 0.069
C 0.973 -1.038 0.064 -0.251 -0.214 -0.118
C 3.618 1.207 2.818 -0.037 0.009 0.099
C 3.411 0.812 0.466 0.165 0.409 0.540
C -4.629 1.860 -0.142 0.179 0.068 -0.300
C 0.775 -2.501 0.489 0.008 0.177 0.241
C 4.086 -0.229 -1.677 0.122 -0.285 -0.355
C -3.572 2.017 -1.229 -0.262 0.040 0.174
C 2.171 -0.940 -0.817 -0.089 -0.198 -0.195
C -1.496 -4.762 0.574 -0.097 0.221 -0.008
C -5.979 2.401 -0.591 0.203 -0.088 0.093
H 0.809 1.149 -1.695 -0.095 -0.023 -0.032
H 3.943 3.241 3.394 0.016 0.056 0.066
H -4.712 0.802 0.109 0.041 -0.020 0.052
H 1.717 -2.852 0.915 0.041 -0.062 -0.081
H 3.855 -1.557 -3.305 0.031 0.102 0.109
H -5.907 3.459 -0.833 -0.067 0.122 -0.038
H -1.544 1.003 -2.597 0.015 0.014 0.051
H -6.329 1.871 -1.475 -0.105 -0.024 -0.096
H -1.271 -5.333 1.472 0.033 -0.099 0.080
H 3.589 2.522 -0.804 0.000 0.004 -0.088
H -2.421 -5.144 0.149 -0.041 -0.116 -0.060
H -6.716 2.278 0.198 -0.121 0.028 0.008
H -1.904 -2.732 0.002 -0.077 0.089 -0.017
H 0.588 -3.091 -0.408 0.071 -0.104 -0.057
H -0.567 1.843 0.631 0.034 0.047 0.018
H -2.449 -3.157 1.624 -0.063 0.056 -0.064
H -3.448 3.080 -1.492 -0.021 -0.085 -0.007
H -0.018 -3.370 2.299 -0.007 0.037 0.080
H 3.634 0.834 3.831 0.002 -0.026 0.074
H -4.291 2.389 0.751 0.037 -0.037 0.043
H -0.698 -4.928 -0.144 0.091 -0.093 -0.091
H -0.379 -1.029 -1.619 -0.075 -0.091 -0.046
H 1.140 -0.414 0.946 -0.025 -0.110 -0.112
H 3.320 -0.731 1.952 -0.006 -0.100 -0.009
H -3.878 1.478 -2.139 0.020 0.056 0.053
H -1.129 -0.565 -0.075 -0.080 -0.062 -0.016
H -0.583 -1.739 1.981 0.027 0.045 0.096
H -1.134 2.627 -1.979 -0.004 -0.100 0.025
H 3.932 4.084 1.076 0.006 0.090 -0.022
```
Positions in Å, forces in eV/Å.

Results
Gap between HOMO and LUMO   8.47 eV
Structure (SMILES)   CCCC[C@H](C[C@H](O)COCCC)c1n[nH]c(=S)n1-c1ccccc1
Spin multiplicity   1
Energy relative to the best compared isomer or geometry (same formula, charge and spin)   18.51 kcal/mol
E   -39574.4544 eV



Record 4
Molecular formula: C19H29N3O2S
Method: DFT, wB97M-V/def2-TZVPD

```
54
Properties=species:S:1:pos:R:3:forces:R:3
S 1.165 -1.989 2.793 0.033 -0.141 0.573
O 2.318 -4.178 -4.762 0.115 0.225 0.169
O -3.559 4.974 1.401 -0.070 -0.198 -0.051
N 1.141 -0.563 0.554 0.102 -0.387 -0.053
N 0.729 -2.871 0.399 -0.384 -0.049 0.107
N -1.585 2.684 1.115 -0.011 0.119 -0.132
C -1.684 5.515 2.699 -0.203 0.014 -0.074
C -2.598 2.052 1.937 0.019 -0.035 0.076
C 1.883 -3.915 -3.498 0.000 0.082 0.137
C 1.564 0.581 1.336 0.127 0.248 0.462
C 0.332 -0.185 -0.589 -0.431 -0.071 -0.336
C -2.179 3.478 0.054 -0.200 0.436 0.258
C 1.721 -5.236 -5.470 -0.088 -0.151 -0.100
C 0.880 -4.613 -2.834 0.176 -0.092 -0.341
C 2.518 -2.860 -2.840 -0.089 -0.196 -0.206
C 2.155 -2.500 -1.562 -0.057 -0.144 0.067
C -0.912 0.577 -0.125 0.259 0.287 0.013
C 1.014 -1.769 1.157 0.038 -0.068 0.223
C -3.194 5.690 2.564 0.083 0.251 0.280
C -0.498 1.820 0.684 0.065 -0.259 0.174
C 0.514 -4.247 -1.551 0.105 0.318 0.220
C -2.454 4.926 0.505 0.315 -0.185 -0.622
C 0.363 1.362 1.864 0.074 0.049 -0.385
C 1.132 -3.182 -0.904 0.125 -0.154 -0.557
C -1.253 5.552 1.235 -0.208 0.008 -0.010
H 0.036 -1.069 -1.152 0.093 0.154 0.008
H -1.515 -0.084 0.499 -0.071 -0.042 -0.013
H 0.699 2.225 2.438 0.005 0.067 0.042
H -3.763 5.282 3.403 0.023 0.054 -0.021
H -3.451 6.753 2.443 0.003 -0.092 0.067
H -1.227 6.296 3.302 0.034 0.020 0.063
H 2.178 0.225 2.164 -0.023 0.087 -0.185
H -1.102 6.580 0.905 0.029 0.015 -0.012
H -1.492 3.533 -0.794 -0.006 -0.026 -0.010
H 2.173 1.218 0.685 -0.017 0.000 -0.011
H -3.161 1.272 1.404 -0.025 -0.029 0.016
H 0.939 0.453 -1.242 -0.023 -0.071 -0.048
H -1.503 0.870 -0.995 -0.061 -0.031 -0.046
H -0.263 -4.799 -1.043 -0.112 -0.031 0.044
H 0.140 2.441 0.039 -0.020 -0.042 0.016
H 2.218 -5.260 -6.438 -0.069 -0.044 0.054
H -2.718 5.505 -0.393 0.036 -0.047 0.117
H 0.649 -5.067 -5.619 0.035 -0.015 0.018
H -3.303 2.818 2.250 -0.054 -0.075 0.062
H -1.457 4.540 3.125 0.020 -0.011 0.048
H 3.310 -2.339 -3.355 0.104 0.073 -0.063
H -3.125 3.046 -0.301 0.038 -0.025 -0.096
H 2.674 -1.697 -1.062 0.038 0.086 0.024
H -2.140 1.616 2.822 -0.052 -0.077 0.077
H 0.455 -3.665 0.963 0.133 0.253 0.005
H 1.872 -6.195 -4.964 -0.019 0.033 -0.010
H -0.203 0.706 2.525 0.000 -0.024 0.067
H -0.346 4.981 1.058 0.094 0.003 -0.030
H 0.376 -5.444 -3.300 -0.025 -0.070 -0.073
```
Positions in Å, forces in eV/Å.

Results
Gap between HOMO and LUMO   8.44 eV
Structure (SMILES)   COc1ccc(NC(=S)N2CCC(N(C)C[C@@H]3CCCO3)CC2)cc1
Spin multiplicity   1
Energy relative to the best compared isomer or geometry (same formula, charge and spin)   31.99 kcal/mol
E   -39573.8700 eV